A 2-piece molecular cluster, C7H10 overall. Source: OMol25; level of theory: the ωB97M-V functional and the def2-TZVPD basis.

Last columns: bonded neighbours and bond lengths (Å).
Element x y z (Å)
1 C -1.803 0.504 -0.059  C2 1.508, H8 1.095, H9 1.094, H10 1.093
2 C -0.967 -0.748 -0.151  C1 1.508, C3 1.505, C7 1.544, H11 1.092
3 C 0.491 -0.737 -0.523  C2 1.505, C4 1.483, C7 1.512, H12 1.087
4 C 1.089 0.618 -0.435  C3 1.483, C5 1.425
5 C 1.367 0.834 0.946  C4 1.425, C6 1.369, H15 1.087
6 C 0.673 -0.078 1.692  C5 1.369, C7 1.468, H16 1.087
7 C 0.109 -1.161 0.877  C2 1.544, C3 1.512, C6 1.468, H17 1.088
8 H -2.158 0.769 -1.060  C1 1.095
9 H -2.671 0.341 0.587  C1 1.094
10 H -1.232 1.358 0.314  C1 1.093
11 H -1.511 -1.606 -0.551  C2 1.092
12 H 0.830 -1.419 -1.299  C3 1.087
13 H 1.590 0.936 -2.493  H14 0.758
14 H 1.806 0.804 -3.208  H13 0.758
15 H 1.862 1.719 1.340  C5 1.087
16 H 0.460 0.039 2.752  C6 1.087
17 H 0.067 -2.174 1.271  C7 1.088

E_HOMO (alpha / beta) = -7.9 / -7.9 eV
Gap between HOMO and LUMO (alpha / beta) = 7.474 / 7.475 eV


C7H10 in the gas phase. Source: OMol25; level of theory: the ωB97M-V functional and the def2-TZVPD basis.

Last columns: bonded neighbours and bond lengths (Å).
Element x y z (Å)
1 C -1.980 0.478 0.154  C2 1.514, H8 1.095, H9 1.099, H10 1.092
2 C -1.061 -0.681 -0.168  C1 1.514, C3 1.536, C7 1.509, H11 1.096
3 C 0.305 -0.702 -0.871  C2 1.536, C4 1.540, C7 1.530, H12 1.079
4 C 1.321 0.447 -1.015  C3 1.540, C5 1.506, H13 1.084, H14 1.249
5 C 1.391 0.980 0.391  C4 1.506, C6 1.344, H15 1.084
6 C 0.846 0.132 1.279  C5 1.344, C7 1.493, H16 1.090
7 C 0.179 -1.029 0.618  C2 1.509, C3 1.530, C6 1.493, H17 1.093
8 H -2.615 0.720 -0.706  C1 1.095
9 H -2.649 0.202 0.982  C1 1.099
10 H -1.438 1.379 0.446  C1 1.092
11 H -1.637 -1.575 -0.433  C2 1.096
12 H 0.414 -1.490 -1.600  C3 1.079
13 H 1.595 0.974 -1.922  C4 1.084
14 H 2.446 0.092 -1.425  C4 1.249
15 H 1.873 1.915 0.653  C5 1.084
16 H 0.821 0.275 2.359  C6 1.090
17 H 0.277 -2.029 1.048  C7 1.093

SMILES = C[C@@H]1[C@@H]2C=CC[C@H]12
E_HOMO = -8.5 eV
Gap between HOMO and LUMO = 9.603 eV


Electronic energy for the records above, in order: -272.522961, -272.619231 a.u.
Relative energy (zero: lowest compared OMol25 entry of this formula, charge and spin) for the records above, in order: 5.307, 2.688 eV
Largest force on an atom for the records above, in order: 0.41, 3.10 eV/Å